(1)
Formula: C24H54FN3Pb
Source: the OMol25 dataset
Level of theory: ωB97M-V/def2-TZVPD

As for the total charge: +5. As for the spin multiplicity: 2. The value obtained for the HOMO-LUMO gap (alpha / beta) is 4.709 / 1.320 eV. The value obtained for the total energy is -38137.080 eV. The expectation value of S² is 0.753. Its LUMO energy (alpha / beta) is -17.090 / -20.479 eV.

Last column: Mulliken spin population.
Element x y z (Å)
1 Pb -2.318 0.812 19.720  0.000
2 F -3.687 -0.680 18.154  0.000
3 C -1.584 2.955 11.999  0.000
4 C -2.035 2.312 13.328  0.000
5 C -2.211 0.829 13.041  0.000
6 N -2.529 0.070 14.366  0.000
7 C -3.928 0.434 14.886  0.000
8 C -1.398 0.118 15.464  0.000
9 C -1.103 -1.342 15.765  0.000
10 C -2.230 -2.229 15.317  0.000
11 C -2.497 -1.458 14.047  0.000
12 H -0.761 2.422 11.523  0.000
13 H -1.233 3.971 12.184  0.000
14 H -2.363 3.132 11.258  0.000
15 H -2.948 2.814 13.649  0.000
16 H -1.184 2.529 13.973  0.000
17 H -1.259 0.469 12.652  0.000
18 H -3.087 0.665 12.413  0.000
19 H -4.739 0.224 14.189  0.000
20 H -3.868 1.462 15.242  0.000
21 H -4.207 -0.185 15.739  0.000
22 H -1.786 0.665 16.323  0.000
23 H -0.576 0.645 14.980  0.000
24 H -0.718 -1.383 16.784  0.000
25 H -0.224 -1.609 15.178  0.000
26 H -3.056 -2.212 16.028  0.000
27 H -1.931 -3.267 15.178  0.000
28 H -3.386 -1.890 13.587  0.000
29 H -1.687 -1.750 13.379  0.000
30 C -11.167 -0.371 20.418  0.221
31 C -9.773 -0.887 20.190  0.119
32 C -8.881 0.168 19.536  0.144
33 N -7.485 -0.298 19.173  0.010
34 C -6.723 -1.046 20.280  -0.007
35 C -6.694 0.912 18.689  -0.001
36 C -6.865 1.091 17.174  0.002
37 C -7.559 -0.179 16.692  0.004
38 C -7.485 -1.152 17.939  0.014
39 H -11.622 0.009 19.503  0.137
40 H -11.258 0.453 21.125  0.127
41 H -11.726 -1.260 20.710  0.023
42 H -9.896 -1.795 19.600  0.100
43 H -9.279 -1.296 21.072  0.132
44 H -8.824 1.052 20.171  -0.015
45 H -9.368 0.533 18.632  -0.017
46 H -5.701 -1.246 19.957  0.000
47 H -7.251 -1.994 20.379  0.011
48 H -6.760 -0.429 21.178  -0.001
49 H -5.628 0.895 18.920  0.004
50 H -7.146 1.771 19.185  -0.001
51 H -5.904 1.162 16.666  0.000
52 H -7.390 2.021 16.954  0.000
53 H -7.052 -0.621 15.834  0.000
54 H -8.553 0.139 16.379  0.002
55 H -6.524 -1.665 17.918  -0.002
56 H -8.278 -1.866 18.162  -0.008
57 C -4.922 -2.453 23.561  0.000
58 C -4.276 -2.751 22.218  0.000
59 C -4.516 -4.177 21.686  0.000
60 N -3.620 -4.582 20.422  0.000
61 C -2.123 -4.775 20.840  0.000
62 C -3.683 -3.540 19.215  0.000
63 C -3.344 -4.395 17.968  0.000
64 C -3.442 -5.871 18.429  0.000
65 C -4.089 -5.864 19.785  0.000
66 H -4.908 -1.385 23.778  0.000
67 H -4.569 -3.001 24.435  0.000
68 H -5.960 -2.778 23.495  0.000
69 H -3.208 -2.550 22.298  0.000
70 H -4.601 -1.926 21.584  0.000
71 H -5.476 -4.228 21.173  0.000
72 H -4.440 -5.013 22.382  0.000
73 H -1.547 -4.820 19.916  0.000
74 H -2.098 -5.630 21.516  0.000
75 H -1.736 -3.874 21.315  0.000
76 H -2.871 -2.840 19.414  0.000
77 H -4.695 -3.137 19.173  0.000
78 H -2.370 -4.181 17.528  0.000
79 H -4.119 -4.261 17.214  0.000
80 H -2.429 -6.265 18.502  0.000
81 H -3.917 -6.498 17.675  0.000
82 H -3.800 -6.593 20.542  0.000
83 H -5.172 -5.959 19.710  0.000



(2)
Formula: C2H4BrFO2S
Source: the OMol25 dataset
Level of theory: ωB97M-V/def2-TZVPD

As for the spin multiplicity: 1. The value obtained for the HOMO-LUMO gap (alpha / beta) is 8.805 / 6.428 eV. The value obtained for the total energy is -89824.832 eV. Its LUMO energy (alpha / beta) is -0.704 / -2.206 eV. The energy relative to the best compared isomer or geometry (same formula, charge and spin) comes out at 52.6 kcal per mole.

Last column: Mulliken charge in e.
Element x y z (Å)
1 C 0.467 1.017 1.211  -0.250
2 C -0.631 -1.350 -1.488  -0.738
3 O -1.988 1.256 0.314  -0.505
4 O -0.225 2.602 -0.867  -0.544
5 F -0.138 0.024 1.926  -0.237
6 S -0.671 1.334 -0.294  0.844
7 Br -0.409 -1.479 -3.229  0.010
8 H 1.413 0.672 0.707  0.269
9 H 0.439 1.913 1.861  0.329
10 H 0.202 -1.347 -0.871  0.425
11 H -1.634 -1.408 -1.190  0.397



(3)
Formula: C35H50Cl6N7O
Source: the OMol25 dataset
Level of theory: ωB97M-V/def2-TZVPD

As for the spin multiplicity: 2. The value obtained for the HOMO-LUMO gap is 8.216 eV. The value obtained for the total energy is -124715.422 eV. The expectation value of S² is 0.754. Its LUMO energy is 0.470 eV.

Last column: Mulliken spin population.
Element x y z (Å)
1 C -5.932 0.498 0.221  0.000
2 Cl -5.385 -0.615 1.456  0.000
3 Cl -7.550 0.093 -0.360  0.000
4 Cl -4.846 0.555 -1.152  0.000
5 H -5.926 1.483 0.675  0.000
6 C -1.772 2.853 -2.288  0.000
7 Cl -2.766 2.994 -3.736  0.000
8 Cl -2.648 3.607 -0.943  -0.001
9 Cl -0.191 3.641 -2.478  0.000
10 H -1.625 1.803 -2.058  0.000
11 C 0.472 4.236 4.113  0.027
12 C 0.112 3.310 2.942  -0.042
13 C 0.794 1.898 3.084  0.046
14 C 0.171 1.099 4.198  -0.011
15 C -1.281 0.891 3.844  0.010
16 C -2.099 2.190 3.586  -0.002
17 N -1.340 3.160 2.787  0.373
18 O -1.973 4.241 2.540  0.561
19 C -3.402 1.791 2.886  0.012
20 C -2.434 2.750 4.989  0.029
21 C 0.744 3.902 1.679  0.028
22 H 1.514 4.140 4.420  0.001
23 H -0.071 3.965 5.021  -0.004
24 H 0.166 5.247 3.851  0.002
25 H 0.617 1.408 2.124  -0.016
26 H 1.846 2.167 3.171  0.003
27 H 0.368 1.471 5.205  -0.001
28 H 0.708 0.143 4.216  -0.001
29 H -1.802 0.369 4.654  0.000
30 H -1.541 0.207 3.029  0.002
31 H -3.764 0.885 3.366  -0.001
32 H -4.137 2.587 2.994  -0.002
33 H -3.133 1.607 1.845  0.007
34 H -1.726 2.536 5.793  -0.001
35 H -2.532 3.837 4.943  -0.003
36 H -3.381 2.409 5.417  0.000
37 H 1.830 3.987 1.640  -0.002
38 H 0.380 4.909 1.456  -0.002
39 H 0.454 3.345 0.781  -0.009
40 N -1.264 -1.707 -1.083  0.000
41 C -1.937 -0.925 -0.184  0.000
42 C -1.200 0.192 0.089  0.041
43 C -0.047 0.142 -0.731  -0.002
44 C -0.150 -0.989 -1.498  0.002
45 H -1.509 -2.631 -1.408  0.000
46 H -2.860 -1.286 0.238  0.000
47 H -1.377 1.047 0.722  -0.043
48 H 0.725 0.895 -0.699  -0.001
49 H 0.514 -1.353 -2.262  0.000
50 N 0.721 -2.368 1.115  0.000
51 C 0.805 -3.718 1.342  0.000
52 C 1.588 -3.947 2.458  0.000
53 C 2.209 -2.697 2.723  0.000
54 C 1.534 -1.742 2.009  0.000
55 H 0.143 -1.987 0.375  0.000
56 H 0.335 -4.359 0.613  0.000
57 H 1.794 -4.905 2.906  0.000
58 H 2.882 -2.519 3.548  0.000
59 H 1.575 -0.665 1.993  0.000
60 N -2.954 -1.060 -6.455  0.000
61 C -1.610 -1.191 -6.729  0.000
62 C -0.912 -0.884 -5.603  0.000
63 C -1.831 -0.554 -4.578  0.000
64 C -3.077 -0.658 -5.147  0.000
65 H -3.665 -1.040 -7.164  0.000
66 H -1.320 -1.438 -7.737  0.000
67 H 0.158 -0.961 -5.478  0.000
68 H -1.632 -0.263 -3.562  0.000
69 H -4.014 -0.396 -4.683  0.000
70 N 4.462 -0.331 -3.306  0.000
71 C 4.789 -1.516 -3.920  0.000
72 C 4.069 -2.521 -3.320  0.000
73 C 3.218 -1.896 -2.395  0.000
74 C 3.442 -0.549 -2.400  0.000
75 H 4.879 0.571 -3.446  0.000
76 H 5.553 -1.599 -4.675  0.000
77 H 4.146 -3.587 -3.453  0.000
78 H 2.378 -2.361 -1.899  0.000
79 H 2.976 0.269 -1.880  0.000
80 N -1.085 -3.883 -3.579  0.000
81 C 0.205 -3.928 -3.127  0.000
82 C 0.262 -4.837 -2.107  0.000
83 C -1.010 -5.409 -1.969  0.000
84 C -1.836 -4.834 -2.922  0.000
85 H -1.471 -3.124 -4.122  0.000
86 H 0.899 -3.227 -3.563  0.000
87 H 1.145 -5.061 -1.530  0.000
88 H -1.256 -6.132 -1.207  0.000
89 H -2.872 -5.026 -3.141  0.000
90 N 5.510 0.348 1.332  0.000
91 C 5.548 1.623 1.859  0.000
92 C 4.389 2.270 1.545  0.000
93 C 3.532 1.340 0.899  0.000
94 C 4.269 0.205 0.753  0.000
95 H 6.098 -0.418 1.605  0.000
96 H 6.471 1.981 2.286  0.000
97 H 4.168 3.296 1.795  0.000
98 H 2.536 1.467 0.509  0.000
99 H 4.039 -0.763 0.337  0.000



(4)
Formula: C14H7F4N
Source: the OMol25 dataset
Level of theory: ωB97M-V/def2-TZVPD

As for the spin multiplicity: 1. The value obtained for the HOMO-LUMO gap is 9.890 eV. The value obtained for the total energy is -26989.142 eV. Its LUMO energy is -0.091 eV. The energy relative to the best compared isomer or geometry (same formula, charge and spin) comes out at 0.0 kcal per mole.

Last column: Mulliken charge in e.
Element x y z (Å)
1 C 1.720 0.158 1.359  0.061
2 N 2.944 0.157 1.373  -0.494
3 F 0.707 2.815 -3.092  -0.302
4 C 0.161 2.714 -1.819  0.533
5 C -0.056 3.876 -1.107  -0.672
6 C -0.557 3.698 0.222  0.473
7 F -0.800 4.851 0.972  -0.298
8 C -0.703 2.425 0.786  -0.813
9 C -0.230 1.313 0.083  0.543
10 C 0.215 0.115 0.945  0.368
11 C -0.253 -1.249 0.405  0.453
12 C -0.805 -2.129 1.342  -0.741
13 C -0.724 -3.515 1.097  0.478
14 F -1.019 -4.430 2.109  -0.295
15 C -0.213 -4.024 -0.128  -0.686
16 C 0.096 -3.094 -1.087  0.514
17 F 0.656 -3.520 -2.284  -0.302
18 C 0.037 -1.712 -0.883  -0.812
19 C 0.008 1.435 -1.296  -0.796
20 H 0.109 4.870 -1.551  0.420
21 H -0.919 2.295 1.859  0.374
22 H -0.129 0.251 1.999  0.417
23 H -1.030 -1.736 2.341  0.388
24 H -0.082 -5.113 -0.312  0.402
25 H 0.509 -1.022 -1.536  0.503
26 H 0.361 0.573 -1.797  0.284



(5)
Formula: C6H6O3Ru
Source: the OMol25 dataset
Level of theory: ωB97M-V/def2-TZVPD

As for the total charge: +2. As for the spin multiplicity: 7. The value obtained for the HOMO-LUMO gap (alpha / beta) is 5.277 / 5.250 eV. The value obtained for the total energy is -15013.424 eV. The expectation value of S² is 12.021. Its LUMO energy (alpha / beta) is -10.747 / -12.228 eV.

Last column: Mulliken spin population.
Element x y z (Å)
1 O -3.906 -0.073 0.774  0.196
2 C -3.529 0.244 -0.368  -0.004
3 O -4.139 0.844 -1.269  0.910
4 C 0.893 0.077 0.888  -0.007
5 H 0.766 -0.745 1.612  0.008
6 H 0.225 0.877 1.245  0.017
7 C 2.334 0.545 0.838  0.010
8 H 2.458 1.413 0.170  0.008
9 H 2.660 0.878 1.830  0.008
10 H 3.022 -0.273 0.564  0.000
11 C -2.122 -0.138 -0.742  0.622
12 C -1.037 -0.814 -0.446  0.161
13 C 0.337 -0.418 -0.412  0.148
14 O 1.004 -0.335 -1.472  0.229
15 Ru 2.692 -0.388 -2.142  3.679
16 H -1.658 -1.697 -1.070  0.015



(6)
Formula: C3H2BrF2N
Source: the OMol25 dataset
Level of theory: ωB97M-V/def2-TZVPD

As for the spin multiplicity: 1. The value obtained for the HOMO-LUMO gap is 11.916 eV. The value obtained for the total energy is -80109.870 eV. Its LUMO energy is 0.489 eV. The energy relative to the best compared isomer or geometry (same formula, charge and spin) comes out at 0.0 kcal per mole.

Last column: Mulliken charge in e.
Element x y z (Å)
1 C 0.554 -1.533 -0.061  0.169
2 C 0.233 -0.101 -0.272  -0.457
3 C -0.378 -0.024 -1.737  0.478
4 N 1.048 -2.480 0.290  -0.349
5 F -1.348 -0.902 -1.950  -0.195
6 F 0.596 -0.287 -2.519  -0.169
7 Br -0.851 1.830 -2.141  -0.144
8 H -0.623 0.304 0.313  0.330
9 H 1.094 0.713 -0.207  0.337



Please write out number 2 again, unchanged.
Formula: C2H4BrFO2S
Source: the OMol25 dataset
Level of theory: ωB97M-V/def2-TZVPD

As for the spin multiplicity: 1. The value obtained for the HOMO-LUMO gap (alpha / beta) is 8.805 / 6.428 eV. The value obtained for the total energy is -89824.832 eV. Its LUMO energy (alpha / beta) is -0.704 / -2.206 eV. The energy relative to the best compared isomer or geometry (same formula, charge and spin) comes out at 52.6 kcal per mole.

Last column: Mulliken charge in e.
Element x y z (Å)
1 C 0.467 1.017 1.211  -0.250
2 C -0.631 -1.350 -1.488  -0.738
3 O -1.988 1.256 0.314  -0.505
4 O -0.225 2.602 -0.867  -0.544
5 F -0.138 0.024 1.926  -0.237
6 S -0.671 1.334 -0.294  0.844
7 Br -0.409 -1.479 -3.229  0.010
8 H 1.413 0.672 0.707  0.269
9 H 0.439 1.913 1.861  0.329
10 H 0.202 -1.347 -0.871  0.425
11 H -1.634 -1.408 -1.190  0.397



Question: What is the formula in the sixth record?
Answer: C3H2BrF2N